Record 1
This record from the Open Molecules 2025 dataset describes C16H32Cl2NO2Si2TeTi as an isolated structure. The level of theory is wB97M-V/def2-TZVPD.

XYZ file:
```
57
Properties=species:S:1:pos:R:3:forces:R:3:lowdin_charge:R:1
Te 0.598427 1.455395 0.738182 0.000 -0.057 0.017 1.504
Ti -1.936300 0.509967 -0.207917 -0.096 0.107 -0.029 0.776
Cl -3.550712 1.029968 -2.297036 0.034 -0.014 0.016 0.731
Cl -2.176513 3.034997 -0.778992 0.028 -0.006 0.030 0.680
Si 1.534059 1.504290 -2.540312 0.023 0.006 -0.003 0.452
Si 2.427542 0.719980 3.424972 -0.004 -0.004 0.014 0.432
O -1.946304 0.354874 1.788943 0.019 0.008 0.025 -0.167
O -3.716274 0.828752 0.682928 0.010 -0.027 -0.042 -0.112
N -2.124305 -1.437120 -0.592591 0.011 -0.031 -0.026 -0.102
C -2.347193 -5.655236 -1.271365 -0.006 0.000 0.007 0.010
C 1.422859 1.881824 4.469759 0.006 -0.007 -0.008 -0.167
C -1.049666 -3.565005 -0.706268 -0.025 -0.010 -0.003 0.046
C 1.156700 -0.029879 2.132833 0.010 0.029 -0.023 -0.495
C 1.245199 3.334586 -2.610154 -0.006 -0.008 0.003 -0.156
C -3.202809 0.581441 1.814244 -0.001 -0.002 0.035 -0.290
C 3.727311 1.623519 2.440451 -0.007 0.001 0.002 -0.184
C 2.766612 0.851485 -3.747309 0.002 0.008 0.006 -0.145
C -3.659919 2.723738 -1.746920 -0.025 -0.001 -0.021 -0.736
C 3.077974 -0.759345 4.327309 0.005 0.013 -0.001 -0.155
C -3.403899 -3.375905 -1.127730 0.031 -0.015 0.004 0.049
C -0.129335 0.571035 -2.689242 -0.021 -0.079 0.043 -0.164
C -3.311195 -2.030410 -0.901359 0.021 -0.009 0.012 -0.074
C -1.014036 -2.215441 -0.488267 -0.001 0.014 -0.018 -0.077
C -2.262300 -4.190541 -1.041955 -0.002 0.013 0.008 -0.174
C 2.040034 1.027537 -0.762752 -0.018 0.004 0.002 -0.489
H 2.193460 3.867213 -2.506478 0.002 -0.003 -0.001 0.061
H 3.735229 1.334443 -3.601885 0.001 -0.001 0.001 0.059
H -3.783087 0.555517 2.739717 -0.001 0.003 0.000 0.192
H 4.239917 0.978120 1.723651 0.001 0.000 0.000 0.045
H -0.013325 -0.498399 -2.872219 -0.005 0.003 -0.016 0.063
H -4.181329 -1.388550 -0.948756 -0.006 -0.003 -0.001 0.113
H -0.139533 -4.142765 -0.617684 -0.003 -0.003 0.003 0.144
H 2.908979 -0.226377 -3.656525 0.001 -0.001 -0.002 0.051
H 2.912942 1.599314 -0.435071 0.008 -0.009 0.001 0.029
H 3.625105 -1.435829 3.668632 -0.002 -0.001 -0.001 0.048
H 0.249335 -0.345567 2.647544 0.008 -0.010 0.013 0.014
H 0.620478 1.362761 4.997780 -0.002 0.003 0.002 0.047
H -4.524214 2.840353 -1.102280 0.006 -0.006 0.008 0.072
H -1.370361 -6.103816 -1.432614 0.001 0.001 -0.002 0.103
H 1.583814 -0.855797 1.561778 -0.010 -0.001 -0.005 0.022
H 3.772945 -0.428813 5.103380 -0.001 -0.002 0.002 0.058
H 2.278472 -0.033212 -0.661917 0.012 -0.001 -0.002 0.036
H -3.659177 3.385477 -2.606778 0.006 -0.002 -0.001 0.076
H 2.449614 1.065897 -4.770296 -0.004 -0.003 0.001 0.059
H 3.341630 2.506270 1.918930 0.002 -0.002 -0.002 0.025
H 4.490175 1.998322 3.127486 0.004 -0.001 -0.003 0.058
H 0.822700 3.625373 -3.574432 0.001 0.001 0.001 0.058
H -3.001720 -5.881677 -2.113211 0.001 0.001 -0.002 0.113
H -4.367163 -3.804160 -1.372529 -0.001 0.002 0.000 0.150
H 2.062761 2.338054 5.228607 -0.002 0.000 0.002 0.057
H 0.987864 2.705037 3.896143 -0.002 0.000 0.001 0.029
H 0.579610 3.708958 -1.828080 -0.002 0.002 -0.003 0.007
H -0.088644 -1.715085 -0.218856 0.004 0.003 -0.008 0.112
H -0.529477 0.674361 -1.645977 -0.015 0.091 -0.028 -0.115
H -2.795898 -6.125135 -0.389444 0.001 0.000 0.000 0.126
H -0.850384 0.985831 -3.389576 0.007 0.005 -0.005 0.043
H 2.283300 -1.320601 4.821528 0.000 0.000 0.001 0.049
```
Forces are in eV/Å.

Its energy is -3450.0478 Eh. The charge is +3. As for the HOMO energy (alpha / beta): -18.167 / -18.167 eV.

=====

Record 2
This record from the Open Molecules 2025 dataset describes C50H43Br2CsN9O3S2 as an isolated structure in a non-equilibrium geometry. The level of theory is wB97M-V/def2-TZVPD.

XYZ file:
```
110
Properties=species:S:1:pos:R:3:forces:R:3:lowdin_charge:R:1
Cs -2.271395 0.583691 2.100176 0.259 1.679 0.639 1.487
Br 5.453408 -3.805311 -0.039201 0.079 -0.005 -0.025 0.727
Br 3.211046 -2.063735 7.270518 0.036 -0.004 0.061 0.726
S 0.511522 -1.011191 -2.035063 -0.073 0.025 -0.057 0.759
S -0.038426 2.194364 -1.442149 -0.040 -0.023 -0.057 0.770
O -2.493125 -0.909288 0.323212 -0.707 -2.562 -2.599 -0.516
O -4.714661 -1.273892 0.339938 0.383 -0.130 -0.012 -0.012
O -1.976110 -3.462728 0.745596 -0.213 0.106 -0.177 -0.044
N 0.410899 2.270220 -4.062385 0.261 -0.095 -0.080 -0.121
N 0.670666 1.483445 2.137545 0.227 0.098 -0.019 0.053
N -0.594760 -0.307244 -4.350462 -0.161 -0.004 -0.025 -0.108
N 0.559503 -1.526144 3.493326 -0.066 0.035 0.177 0.148
N -1.345243 2.109952 4.123860 0.605 0.769 1.217 -0.067
N 0.722078 3.323619 3.703568 0.162 -0.193 -0.305 0.140
N 1.057078 -3.121985 1.305322 0.131 -0.060 -0.030 0.154
N -3.538963 1.778154 5.062030 -0.081 -0.118 0.115 0.145
N -3.027807 -0.514574 4.807310 -0.200 -0.138 0.273 0.033
C 1.345130 0.727686 1.260435 -0.223 0.033 0.231 -0.229
C 3.401914 -2.968769 1.734560 0.109 0.084 0.021 -0.073
C 4.679481 2.785182 -3.392422 -0.029 0.025 -0.038 -0.073
C -5.090787 0.328410 3.935666 -0.017 -0.046 0.113 -0.067
C 2.123681 -1.828491 5.737186 0.054 -0.021 0.014 -0.679
C -3.851133 0.515755 4.573772 -0.097 0.089 0.653 -0.507
C -5.463624 -0.937779 3.540906 0.023 0.033 0.033 -0.075
C 2.072046 -2.774233 2.096133 -0.129 0.065 0.092 -0.207
C 5.286946 3.323386 -4.524291 -0.072 -0.015 0.038 -0.096
C 2.553697 -2.335575 4.525109 0.056 -0.119 0.092 -0.071
C 1.020118 3.596722 -4.008333 -0.030 -0.089 0.000 -0.132
C 1.281620 -2.545582 -5.391780 0.031 0.034 0.012 -0.029
C -2.383806 5.560111 7.100964 0.056 -0.050 -0.069 -0.097
C -4.623372 -2.013203 3.820932 -0.005 0.035 0.006 -0.081
C 2.627551 -3.926991 -0.321920 -0.064 0.000 0.037 -0.111
C -1.144066 6.027733 6.660929 -0.017 -0.090 -0.044 -0.096
C 2.675947 0.908489 0.938243 0.036 0.006 0.030 -0.096
C 2.521947 3.522869 -4.179821 -0.010 -0.028 -0.008 -0.204
C -3.202516 -3.160699 0.077879 0.007 0.013 0.061 -0.542
C -3.020669 -3.386705 -1.423393 -0.040 0.037 -0.098 -0.023
C 1.669651 -3.376195 -7.621425 -0.040 0.011 0.053 -0.098
C 1.317000 2.480219 2.760117 -0.229 -0.086 0.142 -0.328
C -0.936395 4.129583 5.252621 0.182 -0.088 -0.221 -0.109
C 0.116539 1.559096 -2.942913 0.019 -0.225 -0.110 -0.740
C -0.433213 3.118693 4.255393 -0.154 -0.091 0.165 -0.314
C 2.670330 2.740227 2.475345 0.087 0.036 0.005 -0.032
C -4.276710 -4.074660 0.624061 -0.057 -0.095 0.076 -0.026
C 1.337664 -3.693720 0.138296 -0.138 0.042 0.040 -0.137
C 2.136072 -3.084015 -6.342666 -0.026 0.017 -0.005 -0.078
C -0.754078 0.680529 -5.410846 -0.036 -0.176 0.089 -0.115
C 3.659717 -3.543781 0.507825 0.049 -0.005 -0.022 -0.685
C -0.975891 -1.680386 -4.680599 0.129 0.116 -0.065 -0.122
C -0.401062 5.311812 5.721651 0.018 0.086 0.076 -0.024
C -3.531497 -1.649534 0.275159 0.084 0.020 -0.260 -0.679
C 0.180751 -1.027263 4.670239 0.033 -0.057 -0.393 -0.104
C -2.162401 3.671788 5.683622 -0.174 -0.205 -0.111 -0.108
C 0.917237 -1.171560 5.840826 -0.010 0.130 -0.091 -0.084
C 1.717570 -2.174706 3.426848 -0.070 -0.077 -0.280 -0.215
C 3.306696 2.884280 -3.217848 0.023 -0.018 0.028 -0.020
C -0.053430 -2.290870 -5.709116 0.009 -0.015 -0.005 -0.210
C -3.424018 -1.743197 4.445135 0.047 0.235 0.130 -0.163
C 3.134569 4.055686 -5.307691 0.037 0.011 -0.018 -0.053
C 0.424017 1.610817 -5.361109 -0.006 0.137 0.162 -0.122
C -0.041793 0.041432 -3.169801 0.092 0.280 -0.040 -0.715
C -0.511587 -2.583654 -6.988329 0.012 -0.054 -0.046 -0.055
C -2.912638 4.366719 6.609668 -0.033 0.080 0.085 -0.023
C 0.343500 -3.127279 -7.943045 0.009 0.028 0.074 -0.090
C -2.405076 2.388922 4.942151 -0.008 0.082 -0.190 -0.346
C 4.512452 3.961005 -5.481694 -0.049 -0.013 0.041 -0.093
C 3.347648 1.952843 1.567634 -0.026 0.078 0.064 -0.091
H 0.585275 4.199594 -4.807188 -0.022 0.039 -0.010 0.121
H -1.551682 -2.392829 -7.239426 0.073 -0.013 0.017 0.111
H 4.391948 2.147887 1.349469 -0.005 0.009 0.015 0.095
H -0.756412 6.959428 7.057071 -0.012 -0.017 -0.007 0.091
H 2.338008 -3.801098 -8.360670 -0.015 0.019 0.022 0.098
H -4.014620 -5.119141 0.423766 -0.014 0.068 0.006 0.083
H 5.278409 2.288866 -2.638190 -0.016 0.015 -0.027 0.104
H 0.340622 2.374819 -6.133268 -0.004 0.055 -0.006 0.129
H -4.369025 -3.943671 1.701998 0.013 -0.012 -0.055 0.059
H -5.236356 -3.843377 0.163875 -0.005 -0.005 0.009 0.083
H 1.637650 -2.316329 -4.391156 -0.032 -0.018 -0.082 0.087
H -2.728393 -2.545913 4.673183 0.018 0.020 -0.052 0.110
H -3.961277 -3.216752 -1.959520 0.108 -0.009 0.037 0.090
H -1.689533 1.236346 -5.298714 -0.038 0.005 0.019 0.139
H 0.563428 5.656804 5.365164 -0.070 -0.020 0.030 0.106
H 3.159179 0.256812 0.218981 -0.035 0.039 0.027 0.095
H 0.783048 -0.078567 0.796864 -0.043 0.073 -0.006 0.062
H 0.749006 4.037756 -3.054774 -0.001 0.038 0.100 0.080
H 3.171039 -3.279344 -6.085049 -0.056 0.007 -0.015 0.103
H 2.808330 -4.385653 -1.283485 -0.015 0.012 0.009 0.100
H 4.214993 -2.653254 2.372313 -0.024 0.017 0.014 0.103
H -0.964287 -2.249446 -3.758762 0.000 -0.083 0.135 0.077
H 1.351885 1.056912 -5.530035 0.076 -0.022 -0.001 0.141
H -2.678883 -4.410805 -1.605628 -0.040 0.050 0.020 0.083
H 3.485448 -2.881282 4.461408 -0.043 0.031 -0.025 0.100
H -0.771656 0.156160 -6.365333 -0.013 -0.054 -0.001 0.123
H 2.527899 4.552796 -6.059612 0.038 -0.027 0.042 0.107
H -4.892069 -3.024969 3.556330 0.021 0.023 -0.030 0.089
H -5.723043 1.188894 3.769514 -0.009 0.024 -0.035 0.109
H -1.998171 -1.663738 -5.063871 -0.041 0.036 0.000 0.131
H -2.266087 -2.689154 -1.793121 0.012 -0.013 -0.038 0.055
H -0.761165 -0.495233 4.661985 -0.034 0.087 0.250 0.057
H 6.359633 3.244123 -4.656848 -0.044 0.003 0.015 0.098
H -6.397050 -1.100753 3.017742 0.023 0.039 -0.017 0.111
H -3.876465 3.992179 6.935917 0.054 0.015 -0.029 0.107
H 0.484640 -3.989359 -0.465899 -0.033 0.090 0.068 0.106
H 0.560000 -0.761492 6.775462 0.017 -0.023 -0.039 0.108
H 4.976696 4.382811 -6.365476 -0.022 -0.015 0.028 0.098
H 3.147385 3.563860 2.990380 0.005 -0.032 -0.020 0.098
H -2.941048 6.134708 7.831562 0.011 0.000 -0.009 0.091
H -1.525153 -2.601881 0.792965 0.164 -0.054 0.071 0.059
H -0.028573 -3.353640 -8.934825 0.007 0.004 0.019 0.099
H 2.838982 2.468423 -2.328504 0.030 0.038 -0.093 0.102
```
Forces are in eV/Å.

Its energy is -8614.3609 Eh. The charge is -1. As for the HOMO energy: -4.774 eV.

=====

Record 3
This record from the Open Molecules 2025 dataset describes C18H32ClFeN2O4S2Si as an isolated structure. The level of theory is wB97M-V/def2-TZVPD.

XYZ file:
```
61
Properties=species:S:1:pos:R:3:forces:R:3:lowdin_charge:R:1
Fe 0.491005 -0.411783 -0.526263 -0.021 -0.675 -0.420 0.885
Cl 0.459188 2.119413 1.689845 -0.115 0.089 -0.061 0.639
S -2.208135 -0.973340 1.236287 -0.325 -0.166 0.493 0.976
S -0.012395 -3.543102 1.131436 -0.119 -0.139 0.041 0.767
Si -0.492412 1.672964 -2.621870 0.485 0.062 0.187 0.443
O 2.080186 -0.902473 3.155337 0.013 0.009 0.108 0.065
O 1.513879 -0.721018 1.027483 -0.008 0.134 0.124 -0.192
O 1.369186 -3.809584 -2.908848 0.171 -0.555 -0.283 0.088
O -1.344159 -0.289149 0.189860 0.118 0.217 -0.235 -0.621
N 0.693417 -1.815338 -1.833437 -0.086 0.138 0.357 0.018
N 0.811535 1.107804 -1.552181 0.137 0.693 -0.274 -0.174
C -1.685146 0.249190 -2.884031 0.111 0.307 -0.009 -0.169
C 0.220081 2.167593 -4.293819 -0.302 -0.041 0.207 -0.159
C -2.044213 -1.624970 3.889539 -0.005 0.001 0.004 -0.119
C 4.376719 1.772791 -0.732911 -0.150 -0.423 0.087 -0.090
C 2.211487 3.118506 -1.760039 -0.083 0.352 0.093 -0.054
C 2.039994 1.777370 -1.409104 -0.290 0.107 -0.113 -0.357
C 1.041400 -2.825047 -2.362389 -0.154 0.419 0.282 -0.504
C 3.159016 1.122803 -0.896359 0.389 -0.419 -0.014 -0.062
C 4.512968 3.103101 -1.065708 0.287 0.211 0.035 -0.110
C -4.506196 0.235046 0.307729 -0.025 -0.069 -0.092 -0.122
C -1.377721 3.101631 -1.757173 -0.091 -0.261 -0.388 -0.160
C 1.372163 -4.083496 2.142302 0.074 0.022 -0.003 -0.374
C -0.915506 -5.093527 0.954253 0.026 -0.001 -0.047 -0.396
C 1.823252 -0.220292 2.183415 0.171 -0.109 0.137 -0.688
C 3.421330 3.773391 -1.579729 -0.343 0.091 -0.156 -0.083
C 1.906647 1.293824 2.325588 0.053 0.096 -0.014 -0.435
C -1.364346 -0.781344 2.826250 0.009 -0.032 -0.186 -0.404
C -3.526298 0.245322 1.461581 0.271 -0.025 0.134 -0.372
H 0.885342 3.023597 -4.257282 0.088 0.111 0.048 0.018
H 5.459530 3.610851 -0.936683 0.004 -0.001 0.008 0.099
H 2.044561 -4.722343 1.573945 0.000 -0.043 -0.054 0.041
H 1.023396 -4.613506 3.026417 -0.054 -0.013 0.049 0.039
H -1.165955 -0.652399 -3.192038 0.119 -0.112 -0.090 0.017
H 1.988932 1.547926 3.376905 0.056 -0.053 -0.037 0.080
H 3.089324 0.066070 -0.660367 0.086 0.057 -0.007 0.097
H 1.363906 3.666825 -2.141397 0.000 0.117 -0.039 0.075
H -2.392421 0.521545 -3.666311 -0.087 0.059 -0.091 0.038
H -3.031593 -1.251598 4.154722 -0.070 0.027 0.008 0.068
H -4.006133 0.003842 2.410049 -0.028 -0.039 0.046 0.090
H -1.843831 -4.876212 0.431161 -0.040 0.048 -0.039 0.029
H -3.014585 1.204965 1.557246 0.021 0.003 0.034 0.097
H 5.229013 1.224722 -0.350921 -0.040 -0.062 0.017 0.106
H 1.902057 -3.185444 2.453396 0.006 0.023 0.001 0.009
H 2.755626 1.682718 1.764613 0.001 -0.058 0.007 0.071
H -5.007195 -0.728240 0.220716 -0.020 -0.026 0.000 0.080
H -0.351492 -1.147495 2.644544 -0.207 -0.008 -0.025 0.038
H -2.291246 3.348736 -2.302897 -0.057 0.055 0.000 0.030
H -5.265053 1.000757 0.462174 -0.006 0.010 0.004 0.083
H -2.135456 -2.657347 3.556323 0.013 -0.070 -0.011 0.068
H -1.156251 -5.531463 1.920889 0.011 0.022 0.090 0.033
H 3.511116 4.820104 -1.841528 -0.069 0.004 -0.041 0.103
H -1.323637 0.280341 3.064829 -0.005 0.046 -0.010 0.078
H -1.432151 -1.617097 4.789332 0.012 0.009 0.033 0.088
H 0.773191 1.335717 -4.726014 0.044 -0.124 -0.001 0.038
H -2.245056 0.014495 -1.986131 -0.102 -0.024 0.116 -0.011
H -1.661386 2.810785 -0.746524 0.002 -0.085 0.101 0.011
H -0.779361 4.006281 -1.688525 0.093 0.068 0.004 0.020
H -4.002527 0.445993 -0.633375 0.020 0.030 -0.045 0.060
H -0.595384 2.412445 -4.976727 -0.055 0.003 -0.047 0.031
H -0.352206 -5.811858 0.362414 0.067 -0.005 -0.020 0.038
```
Forces are in eV/Å.

Its energy is -3925.4245 Eh. Its spin multiplicity is 6. As for the HOMO energy (alpha / beta): -7.893 / -7.810 eV.

=====

Q: What is the formula in the second record?
A: C50H43Br2CsN9O3S2

=====

Q: Which of these has the highest energy?
A: C16H32Cl2NO2Si2TeTi

=====

Q: Which of these has the lowest energy?
A: C50H43Br2CsN9O3S2